The following is a DFT calculation (ωB97M-V/def2-TZVPD) of a 2-piece molecular cluster, C12H16N2 overall in a non-equilibrium geometry.

**<S²>**: 0.76
**Max |F|**: 3.10 eV Å⁻¹
**Net charge**: +1
**E_HOMO (alpha / beta)**: -12.0 / -12.0 eV
**HOMO-LUMO gap (alpha / beta)**: 8.53 / 4.62 eV
**Molecular weight**: 188.27 Da
**Spin multiplicity**: 2
**Energy relative to the best compared isomer or geometry (same formula, charge and spin)**: 91.9 kJ/mol

```
30
Properties=species:S:1:pos:R:3:forces:R:3
C -2.8266 1.2615 -0.5338 0.6 0.9 -0.1
C -4.1145 0.4969 -0.8516 1.5 -1.6 -1.5
C -1.6646 0.7667 -1.3229 -0.8 0.5 0.2
C -1.0120 -0.4911 -1.1224 1.1 -0.7 -0.1
C -0.0610 0.6441 -2.7065 -0.9 -0.2 -1.4
N -1.0830 1.4117 -2.3487 0.5 -0.5 0.9
N 0.0002 -0.5479 -2.0022 -1.1 0.1 1.1
H -2.9031 2.3328 -0.7425 -0.2 -0.2 -0.1
H -2.5189 1.2185 0.5161 -0.2 -0.3 0.1
H -3.9071 -0.5800 -0.7479 -0.4 0.1 1.2
H -1.1664 -1.3111 -0.4370 -0.2 0.2 0.1
H 0.3883 0.8126 -3.6735 0.8 -0.1 0.3
H 0.5621 -1.3921 -2.0377 0.5 0.6 -0.5
H -4.1732 0.4050 -1.9472 -0.7 1.1 0.1
H -5.0112 0.8406 -0.3612 -0.1 0.0 0.0
C 2.6262 -2.4217 1.9527 -0.1 0.5 0.6
C 1.4163 1.5364 0.8005 0.3 -0.2 0.0
C 0.7373 0.8147 1.7571 -2.5 -1.3 0.5
C 2.5502 0.9348 0.2422 -1.6 -0.4 0.1
C 0.9642 -0.5307 2.0698 1.8 1.2 -0.9
C 2.6898 -0.4742 0.3662 1.3 2.8 0.4
C 2.0569 -1.1303 1.4210 -0.5 -1.3 -0.2
H 1.0394 2.4923 0.4560 0.5 0.3 0.5
H -0.1496 1.1366 2.3094 0.3 0.9 -0.5
H 3.2870 1.6123 -0.1744 0.0 -0.5 -0.9
H 0.4053 -0.9683 2.8834 0.2 -0.3 0.0
H 3.5350 -0.7826 -0.2380 0.1 -1.1 0.6
H 1.9343 -3.2607 1.9382 0.1 -0.2 -0.3
H 2.7949 -2.2131 3.0178 0.1 -0.2 -0.1
H 3.6037 -2.6137 1.5171 -0.2 -0.4 -0.1
```
Positions in Å, forces in eV/Å.

=====

The following is a DFT calculation (ωB97M-V/def2-TZVPD) of a 2-piece molecular cluster, C12H16N2O overall in a non-equilibrium geometry.

**<S²>**: 0.77
**Max |F|**: 3.47 eV Å⁻¹
**Net charge**: -1
**E_HOMO (alpha / beta)**: 0.3 / -3.4 eV
**HOMO-LUMO gap (alpha / beta)**: 3.21 / 6.85 eV
**Molecular weight**: 204.27 Da
**Spin multiplicity**: 2
**Energy relative to the best compared isomer or geometry (same formula, charge and spin)**: 53.4 kJ/mol

```
31
Properties=species:S:1:pos:R:3:forces:R:3
C -1.1009 -3.1395 0.7796 -1.3 -0.6 0.4
C 0.4756 -1.4581 -0.3623 0.1 -0.2 1.0
C -0.7363 -2.1825 -0.2723 0.7 0.7 -0.5
C 0.5428 -0.8171 -1.6076 -0.3 -0.3 -0.4
C -1.4491 -1.9098 -1.4136 0.0 0.5 -0.9
C 1.5254 -1.2712 0.6036 0.9 0.6 -0.7
C 1.6792 -0.1591 -2.0694 -1.9 -0.1 -1.7
C 2.6352 -0.5068 0.1603 -0.1 -0.3 -0.5
C 2.7087 -0.0516 -1.1641 2.3 1.6 2.0
N -0.6754 -1.0136 -2.2255 -1.1 -1.0 0.9
H 1.5374 -1.6922 1.5882 -0.3 -0.3 0.3
H -0.8296 -4.1919 0.4993 -0.2 0.8 0.5
H -2.1942 -3.0512 0.8834 0.0 -0.6 -0.1
H -2.3981 -2.2366 -1.8077 -0.1 -0.2 0.2
H -0.9092 -1.0680 -3.1985 0.7 0.4 -0.3
H 1.6249 0.2597 -3.0851 0.5 0.0 0.6
H 3.4691 -0.2720 0.8453 -0.5 -0.2 -0.4
H 3.5220 0.6722 -1.3586 -0.2 -0.6 -0.2
H -0.7856 -2.8950 1.7978 0.6 0.0 -0.3
C -0.5778 1.9151 1.4977 0.6 -0.4 0.8
C 0.8192 2.5888 1.3415 -1.4 -1.2 1.6
C -1.6609 2.6993 0.8172 -0.1 -1.6 -0.4
O -1.8728 3.8767 1.0081 -0.4 0.3 -0.1
N -2.3523 1.9005 -0.0809 0.6 0.3 0.6
H -0.5862 0.8665 1.2253 0.3 -0.1 -1.0
H -0.7589 1.7365 2.5683 -0.3 0.9 0.0
H 0.8984 3.1536 2.2861 0.6 0.4 -0.9
H 0.8833 3.1299 0.4222 0.2 0.6 -0.3
H -2.9893 2.3712 -0.6943 -0.1 -0.1 -0.3
H -1.9556 0.9836 -0.3191 -0.5 0.7 0.0
H 1.5111 1.7626 1.3352 0.6 0.0 0.0
```
Positions in Å, forces in eV/Å.

=====

The following is a DFT calculation (ωB97M-V/def2-TZVPD) of a 2-piece molecular cluster, C12H16N2O overall in a non-equilibrium geometry.

**SMILES string**: Cc1c[nH]c2ccccc12.CCC(N)=O
**Max |F|**: 3.03 eV Å⁻¹
**E_HOMO**: -8.1 eV
**HOMO-LUMO gap**: 8.77 eV
**Molecular weight**: 204.27 Da
**Spin multiplicity**: 1
**Energy relative to the best compared isomer or geometry (same formula, charge and spin)**: 88.2 kJ/mol

```
31
Properties=species:S:1:pos:R:3:forces:R:3
C -1.6290 3.4286 0.4396 -0.8 0.5 1.5
C -1.3026 2.1005 1.0671 -1.3 0.2 -1.5
C -2.2689 1.3351 1.6640 1.6 -0.2 -0.6
N -1.7236 0.0860 1.9500 -0.5 0.3 0.8
C -0.3763 0.0934 1.6879 -0.9 1.3 -1.7
C 0.6222 -0.8283 1.9086 0.6 -1.3 1.8
C 1.9149 -0.5308 1.5805 1.7 0.7 -0.9
C 2.2448 0.6328 0.8550 -1.7 0.0 1.1
C 1.2048 1.5173 0.6223 1.1 1.0 -2.1
C -0.1329 1.3259 0.9679 1.4 -1.9 1.9
H -0.8568 3.9194 -0.1378 0.4 -0.1 0.1
H -1.8963 4.0389 1.3327 0.3 0.3 -0.9
H -2.5339 3.4104 -0.1796 0.2 -0.3 0.1
H -3.2707 1.6595 1.8473 -0.4 -0.4 0.2
H -2.2408 -0.6635 2.3637 0.1 -0.1 0.3
H 0.5310 -1.6715 2.6066 -0.6 0.1 -0.6
H 2.7794 -1.1423 1.8331 -0.6 -0.4 0.2
H 3.2586 0.9375 0.6372 0.0 -0.3 -0.2
H 1.5017 2.3197 -0.0565 -0.4 0.5 0.5
C 1.2934 -0.1864 -2.6767 -0.3 0.4 -0.4
C 1.3689 -1.4991 -1.8848 -1.4 0.0 -0.9
C 0.0760 -2.2224 -2.2002 -0.8 -0.5 0.9
N -0.9156 -2.0326 -1.2565 -1.4 0.5 0.4
O -0.1300 -3.0025 -3.1074 0.5 0.3 -0.3
H 1.3266 -0.4307 -3.7397 0.5 0.2 0.0
H 2.0223 0.5660 -2.3759 0.4 -0.3 -0.2
H 0.3385 0.3482 -2.6027 -0.1 -0.3 0.5
H 2.1189 -2.1719 -2.3243 0.3 0.5 0.8
H 1.3240 -1.3119 -0.8077 0.9 -0.3 -0.2
H -1.8553 -2.2966 -1.5189 0.3 -0.6 -0.5
H -1.0350 -1.2374 -0.6411 1.1 0.1 -0.1
```
Positions in Å, forces in eV/Å.

=====

The following is a DFT calculation (ωB97M-V/def2-TZVPD) of a 2-piece molecular cluster, C12H16N2O overall in a non-equilibrium geometry.

**SMILES string**: CCc1c[nH]cn1.Cc1ccc(O)cc1
**Max |F|**: 5.80 eV Å⁻¹
**E_HOMO**: -8.1 eV
**HOMO-LUMO gap**: 8.92 eV
**Molecular weight**: 204.27 Da
**Spin multiplicity**: 1
**Energy relative to the best compared isomer or geometry (same formula, charge and spin)**: 329.0 kJ/mol

```
31
Properties=species:S:1:pos:R:3:forces:R:3
C -0.2718 0.6021 3.9662 0.9 1.0 -0.9
C -0.8719 -0.1945 2.7634 -0.2 -0.9 3.2
C -1.8652 0.5803 1.9483 -0.1 1.3 -0.8
C -2.7561 1.6647 2.1784 1.3 -0.6 0.4
N -3.1778 2.1858 0.9546 3.4 -4.5 -1.5
C -2.5156 1.2800 -0.0515 -0.4 -1.2 4.0
N -1.7911 0.2913 0.6368 -2.4 3.9 -3.5
H 0.1205 1.6516 3.6665 -0.8 -1.7 0.5
H 0.5967 0.0679 4.4508 -1.2 0.4 -0.4
H -1.1296 0.6794 4.6268 0.4 0.5 0.7
H -0.0500 -0.8438 2.3689 -1.1 1.1 -1.0
H -1.5019 -0.9250 3.3174 0.4 -0.1 -0.4
H -2.9369 2.1360 3.1571 -0.2 -0.1 -0.9
H -3.9859 2.7318 0.7865 -0.5 0.5 -0.1
H -2.7293 1.2355 -1.1309 0.0 0.4 0.9
C -0.4088 0.4714 -2.8671 -0.5 0.3 3.9
C 0.7219 -0.4199 -2.3730 0.3 2.0 -0.7
C 1.7214 -0.6478 -3.3170 -0.8 -1.1 1.1
C 2.7725 -1.3822 -2.8141 3.0 -1.5 -2.9
C 3.0054 -1.6222 -1.5343 -0.4 -1.3 4.4
O 3.9868 -2.4457 -0.9603 1.0 -0.3 -1.8
C 2.0722 -1.2489 -0.5298 0.1 0.2 -3.0
C 0.9112 -0.7016 -0.9888 -0.5 0.7 -1.0
H -1.3753 0.1936 -2.3926 0.5 0.0 -0.4
H -0.4559 0.3431 -3.8712 -0.5 -0.1 -3.1
H -0.2624 1.5530 -2.6216 0.1 -0.8 -0.2
H 1.6737 -0.4813 -4.3965 -0.3 0.2 0.5
H 3.5134 -1.9471 -3.4342 -0.6 1.0 -0.2
H 4.5967 -2.9016 -1.6131 -1.3 1.1 0.8
H 2.3030 -1.5142 0.4408 0.1 -0.3 2.0
H 0.0902 -0.3917 -0.3666 0.0 -0.1 0.4
```
Positions in Å, forces in eV/Å.

=====

The following is a DFT calculation (ωB97M-V/def2-TZVPD) of a 2-piece molecular cluster, C12H16N2O overall in a non-equilibrium geometry.

**<S²>**: 0.76
**Max |F|**: 4.90 eV Å⁻¹
**Net charge**: +1
**E_HOMO (alpha / beta)**: -11.3 / -11.2 eV
**HOMO-LUMO gap (alpha / beta)**: 6.69 / 3.15 eV
**Molecular weight**: 204.27 Da
**Spin multiplicity**: 2
**Energy relative to the best compared isomer or geometry (same formula, charge and spin)**: 320.1 kJ/mol

```
31
Properties=species:S:1:pos:R:3:forces:R:3
C 1.7967 1.9924 -1.2917 0.2 -0.5 0.5
C -1.5929 -0.4738 -1.9978 -1.6 -0.1 -1.3
C -1.7830 0.7170 -1.3407 1.1 1.1 0.9
C -0.4552 -0.6858 -2.7874 -0.7 0.1 2.1
C -0.6728 1.5502 -1.0731 -0.6 -0.6 -0.6
C 0.5644 0.2004 -2.5866 1.6 0.4 -0.6
C 0.5413 1.2902 -1.6868 -0.5 -0.6 -0.4
O -2.6346 -1.3714 -2.1001 0.5 0.1 0.0
H -2.7448 1.0909 -1.0170 -0.2 -0.5 0.2
H -3.4127 -0.9779 -1.6891 0.0 -0.1 0.0
H -0.3598 -1.6118 -3.3083 0.1 -0.2 -0.7
H -0.8139 2.4046 -0.4270 0.1 0.2 0.0
H 1.4548 0.0224 -3.1986 0.0 0.2 0.4
H 2.1436 1.3639 -0.4539 0.3 0.6 0.1
H 1.6582 3.0232 -0.9394 0.0 -0.3 -0.2
H 2.5728 1.9185 -2.0494 -0.1 0.3 -0.1
C -0.0021 0.3157 2.6497 -2.4 0.6 0.6
C -1.5936 0.3705 2.6274 2.0 1.3 -1.0
C 0.6574 -0.6693 1.8297 1.4 2.3 0.6
C 0.2129 -1.9398 1.4344 1.2 -0.3 -2.1
C 2.3462 -1.5601 0.9046 -1.1 4.0 -2.5
N 1.9604 -0.4015 1.4461 -1.1 -2.7 0.7
N 1.2443 -2.4387 0.6501 1.6 -0.5 2.6
H 0.3583 1.3190 2.4719 0.5 0.1 -0.3
H 0.3126 0.1190 3.6849 0.1 -0.2 0.0
H -1.8772 0.7907 3.5677 -0.6 -0.5 0.8
H -0.8076 -2.2639 1.4236 -0.1 -0.7 0.2
H 3.1581 -1.3042 0.1904 0.2 -1.9 0.6
H 1.6247 -3.3881 0.7568 -1.3 -0.3 -0.8
H -1.9832 -0.6077 2.3773 -0.6 0.2 0.2
H -1.8734 1.2051 1.9323 0.0 -1.3 0.0
```
Positions in Å, forces in eV/Å.

=====

The following is a DFT calculation (ωB97M-V/def2-TZVPD) of C12H16N2O5 as an isolated structure in a non-equilibrium geometry.

**Max |F|**: 8.67 eV Å⁻¹
**E_HOMO**: -8.7 eV
**HOMO-LUMO gap**: 8.11 eV
**Molecular weight**: 268.27 Da
**Spin multiplicity**: 1
**Energy relative to the best compared isomer or geometry (same formula, charge and spin)**: 1053.9 kJ/mol

```
35
Properties=species:S:1:pos:R:3:forces:R:3
C 2.0921 1.1935 2.7175 3.8 0.9 3.5
C 1.4047 0.1949 1.9926 -5.9 -4.7 3.1
C 3.2293 1.8998 1.9475 -0.4 -0.8 -0.8
C -0.3883 -0.0712 0.3782 -2.9 3.1 -0.5
C -1.3256 -0.8218 1.4002 -1.3 -2.7 0.8
C 0.0465 -0.7785 -0.8460 1.5 0.0 -1.5
C -0.9595 -0.8036 -2.0062 -1.1 -0.5 0.3
C -1.3088 0.3558 -2.7490 2.7 0.0 0.9
C -1.6218 -1.9846 -2.3657 1.0 2.5 0.5
C -2.1762 0.2630 -3.7839 -0.4 2.2 0.0
C -2.4952 -2.1177 -3.4300 1.5 -4.0 1.6
C -2.8076 -0.9282 -4.0512 0.0 -0.3 -1.8
H 1.6587 0.2836 4.4207 1.9 0.7 0.0
H 2.9801 -0.2849 3.7239 -0.1 0.8 0.9
H 1.5767 2.0310 3.1112 -1.8 0.4 -0.2
H 2.6835 2.7839 1.4708 1.4 -0.3 0.8
H 3.3723 1.2193 1.0115 1.2 0.9 1.5
H 3.9127 1.6082 3.7910 1.0 1.8 -2.7
H 1.1364 1.8024 0.2902 -2.0 -4.6 3.0
H -1.0733 0.6941 -0.1247 0.3 -0.5 1.4
H 0.8861 -0.1494 -1.3036 -0.6 -1.0 1.0
H 0.4534 -1.6876 -0.3900 0.0 -0.6 -1.4
H -0.6533 1.2537 -2.7140 -0.7 -0.4 0.5
H -1.3752 -2.7881 -1.7571 0.3 -1.7 0.8
H -2.3838 1.1948 -4.4507 0.4 -1.9 1.2
H -2.4683 -3.4171 -3.4823 -1.6 4.2 -1.2
H -4.0482 0.1816 -5.2615 2.7 -5.2 0.3
H -2.0074 -0.6813 3.1702 -1.0 -1.1 0.9
N 2.6044 0.6392 4.0552 -1.4 -1.9 -1.8
N 0.6589 0.7294 0.9789 2.5 1.3 -1.1
O 1.0174 -1.0436 2.7866 2.3 6.2 -5.6
O 4.2874 2.1591 2.8824 -2.1 -1.6 0.7
O -1.9190 -1.9127 1.1521 2.5 4.6 0.8
O -3.5031 -0.8907 -5.1896 -4.4 4.0 -1.8
O -1.4862 -0.1258 2.6249 1.0 0.0 -3.8
```
Positions in Å, forces in eV/Å.

=====

The following is a DFT calculation (ωB97M-V/def2-TZVPD) of a single C12H16N2O5 molecule in a non-equilibrium geometry.

**SMILES string**: N[C@@H](CO)C(=O)N[C@@H](Cc1ccc(O)cc1)C(=O)O
**Max |F|**: 2.73 eV Å⁻¹
**E_HOMO**: -8.5 eV
**HOMO-LUMO gap**: 8.88 eV
**Molecular weight**: 268.27 Da
**Spin multiplicity**: 1
**Energy relative to the best compared isomer or geometry (same formula, charge and spin)**: 224.7 kJ/mol

```
35
Properties=species:S:1:pos:R:3:forces:R:3
N 3.9459 -0.9302 1.5624 1.1 -1.3 0.5
C 4.0629 0.0572 0.5105 0.5 0.1 0.3
C 5.0744 -0.2794 -0.5775 0.3 -0.8 0.0
O 5.0068 -1.6792 -0.9812 0.7 1.4 0.3
C 2.7070 0.3029 -0.1799 0.5 -0.4 1.8
O 2.7152 0.8141 -1.2880 -0.9 0.1 -0.5
N 1.6349 -0.0824 0.5641 0.4 0.7 -0.5
C 0.2639 0.1011 0.1313 0.1 0.4 -1.2
C -0.7371 -0.6195 1.0709 0.1 1.3 -1.6
C -2.1785 -0.5540 0.5562 0.3 -0.8 -1.7
C -3.1503 0.0456 1.3437 -1.0 -0.8 -1.9
C -4.4899 0.0587 0.9245 0.2 1.0 -0.1
C -4.8409 -0.4946 -0.3162 -1.2 -0.1 0.8
O -6.1614 -0.5168 -0.7279 0.2 0.5 1.0
C -3.9000 -1.0611 -1.1224 1.6 -1.0 -1.3
C -2.5436 -1.0249 -0.7561 -1.0 0.7 2.4
C -0.0804 1.6185 -0.0457 -0.5 -0.9 0.6
O -0.9481 2.0949 0.6413 0.5 0.4 -0.4
O 0.5492 2.3008 -1.0017 -0.7 0.8 0.3
H 4.2122 -1.8638 1.1554 -0.4 1.2 0.7
H 4.6498 -0.7286 2.2931 -0.6 -0.3 -0.6
H 4.4248 0.9890 0.9923 -0.5 -0.1 -0.5
H 6.1015 -0.2191 -0.2286 0.0 0.4 0.2
H 4.8687 0.4620 -1.3536 0.4 -0.6 -0.4
H 4.0976 -1.9128 -1.0583 -1.2 -0.4 -0.5
H 1.7974 -0.3457 1.5234 0.4 -0.2 0.0
H 0.2878 -0.2792 -0.8966 -0.5 -0.3 0.0
H -0.3618 -1.6094 1.2768 -0.1 -0.5 0.0
H -0.6975 -0.0300 1.9604 -0.1 0.2 1.0
H -2.8109 0.6299 2.1461 0.1 0.4 1.3
H -5.1964 0.6899 1.4832 0.1 -0.7 -0.3
H -6.2058 -0.7274 -1.6589 0.1 -0.1 -0.3
H -4.2117 -1.6099 -2.0569 0.4 0.9 0.9
H -1.7979 -1.2849 -1.4576 0.7 -0.7 -0.5
H 1.3579 1.9145 -1.3815 0.1 -0.8 0.2
```
Positions in Å, forces in eV/Å.